(1)
Here is the molecule C3H7NO2 from OMol25. Energies are from wB97M-V/def2-TZVPD.

Each line ends with the Mulliken charge.
Geometry (Å):
N (-1.094, -1.083, -0.919)  -0.354
C (-0.944, 0.270, -1.044)  0.337
O (-1.610, 0.983, -1.776)  -0.620
C (-0.017, 0.938, -0.036)  -0.387
C (1.145, 0.221, 0.621)  -0.364
O (0.599, -0.854, 1.377)  -0.546
H (-0.631, -1.558, -0.152)  0.227
H (-1.917, -1.493, -1.338)  0.239
H (-0.718, 1.182, 0.754)  0.214
H (0.347, 1.840, -0.535)  0.325
H (1.893, -0.129, -0.108)  0.307
H (1.639, 0.957, 1.280)  0.320
H (1.307, -1.273, 1.875)  0.301

Kohn-Sham gap	10.2	eV
total energy	-323.75786	hartree
HOMO	-9.591	eV
strongest force on any atom	0.0134	Eh/bohr
lowest unoccupied orbital energy	0.6	eV
relative energy (zero: lowest compared OMol25 entry of this formula, charge and spin)	0.629	eV
multiplicity	1

(2)
Here is the molecule C7H13N5O at a distorted geometry from OMol25. Energies are from wB97M-V/def2-TZVPD.

Each line ends with the Mulliken charge.
Geometry (Å):
C (1.383, -1.299, 0.102)  -0.832
C (0.259, -0.467, 0.002)  0.654
C (0.318, 0.937, 0.259)  0.628
C (-1.052, -1.191, -0.357)  -0.845
C (-0.965, 1.766, 0.455)  -0.908
C (-2.238, -0.459, 0.265)  -0.731
C (-2.145, 1.021, -0.039)  -0.693
N (2.614, -0.757, 0.233)  0.896
N (2.996, 0.355, -0.296)  -0.593
N (1.438, 1.515, 0.196)  0.103
N (3.498, -1.191, 1.222)  -0.835
N (2.755, 0.396, -1.623)  -0.403
O (1.714, 2.723, 0.321)  -0.711
H (1.237, -2.403, 0.254)  0.321
H (-1.107, -1.163, -1.495)  0.204
H (-0.913, -2.206, -0.025)  0.414
H (-0.891, 2.187, 1.444)  0.392
H (-0.886, 2.605, -0.132)  0.428
H (-3.169, -0.655, -0.188)  0.365
H (-2.215, -0.704, 1.322)  0.341
H (-3.006, 1.488, 0.415)  0.354
H (-2.270, 1.158, -1.116)  0.323
H (2.951, -1.372, 2.059)  0.234
H (4.142, -0.457, 1.201)  0.310
H (1.930, -0.033, -1.977)  0.251
H (2.963, 1.359, -1.893)  0.334

Kohn-Sham gap (alpha / beta)	7.4 / 7.4	eV
total energy	-623.29968	hartree
HOMO (alpha / beta)	-7.116 / -7.118	eV
strongest force on any atom	0.0774	Eh/bohr
lowest unoccupied orbital energy (alpha / beta)	0.3 / 0.3	eV
relative energy (zero: lowest compared OMol25 entry of this formula, charge and spin)	6.381	eV
multiplicity	1